No. 1
{
  "formula": "C6H10N2O2S2",
  "method": "the ωB97M-V functional and the def2-TZVPD basis",
  "homo_energy_ev": -7.4904,
  "smiles": "Cc1c[nH]c(S)n1.OCC(O)=S",
  "relative_energy_kj_mol": 0.0,
  "max_force_ev_per_a": 1.24,
  "symbols": ["S", "C", "H", "C", "H", "H", "H", "O", "H", "H", "N", "H", "N", "S", "C", "H", "C", "C", "H", "O", "H", "C"],
  "positions_angstrom": [[2.086, -1.063, 0.026], [-0.163, 0.265, 2.942], [-2.996, 0.433, 1.294], [-0.089, 0.461, -1.688], [1.971, 0.222, 2.791], [-2.974, -1.167, 2.040], [3.135, -0.693, 0.780], [-2.255, -0.194, -2.565], [-1.996, 1.283, -1.186], [-0.269, 0.715, 3.916], [-0.433, -0.681, 0.918], [-2.181, -0.223, -3.528], [1.076, 0.019, 2.377], [1.099, 1.509, -1.324], [0.842, -0.549, 1.164], [-1.432, 1.723, -2.805], [-1.077, -0.172, 2.030], [-2.569, -0.153, 2.115], [-2.901, 0.284, 3.063], [0.044, -0.854, -1.641], [-0.824, -1.230, -1.912], [-1.494, 0.904, -2.083]],
  "mulliken_charge": [-0.136, -0.595, 0.205, 0.370, 0.156, 0.268, 0.093, -0.587, 0.142, 0.399, -0.360, 0.315, -0.028, -0.269, 0.112, 0.382, 0.573, -1.020, 0.306, -0.434, 0.410, -0.301]
}

No. 2
{
  "formula": "C4H9FN2O",
  "method": "the ωB97M-V functional and the def2-TZVPD basis",
  "homo_energy_ev": -10.3096,
  "smiles": "[H]/N=C\\NOC[C@H](C)F",
  "relative_energy_kj_mol": 477.3,
  "max_force_ev_per_a": 5.81,
  "symbols": ["F", "H", "H", "C", "H", "H", "H", "C", "N", "H", "H", "H", "C", "N", "C", "O", "H"],
  "positions_angstrom": [[1.865, -0.405, 1.817], [-1.217, -1.799, 0.887], [2.037, 0.954, -0.152], [-0.312, -1.291, 1.492], [-2.273, 0.138, -0.163], [-0.068, 1.643, -2.245], [-1.342, -0.345, -2.887], [0.977, 0.850, 0.262], [0.002, 0.658, -1.636], [-0.977, -0.736, 2.260], [0.915, 1.633, 1.220], [0.187, -2.225, 2.236], [0.931, -0.592, 0.846], [-2.301, -0.419, -1.102], [-1.261, -0.083, -1.903], [-0.186, 1.347, -0.323], [1.524, -1.371, 0.064]],
  "mulliken_charge": [-0.289, 0.326, 0.348, -1.145, 0.313, 0.328, 0.473, -0.425, -0.417, 0.299, 0.268, 0.267, 0.523, -0.629, -0.093, -0.282, 0.134]
}

No. 3
{
  "formula": "C58H62BiGe2N3O6S5",
  "method": "the ωB97M-V functional and the def2-TZVPD basis",
  "homo_energy_ev": -3.6691,
  "charge": -2,
  "relative_energy_kj_mol": 43.9,
  "max_force_ev_per_a": 0.60,
  "symbols": ["H", "S", "H", "H", "C", "H", "C", "H", "H", "C", "H", "C", "H", "H", "C", "H", "H", "C", "H", "H", "Ge", "C", "C", "H", "C", "H", "C", "H", "C", "C", "C", "H", "C", "C", "C", "C", "H", "C", "C", "H", "C", "N", "C", "C", "H", "C", "C", "C", "N", "C", "H", "H", "H", "H", "C", "H", "H", "C", "C", "C", "C", "O", "O", "C", "C", "H", "C", "H", "H", "H", "H", "C", "C", "C", "C", "C", "C", "C", "C", "H", "C", "C", "H", "H", "C", "O", "C", "C", "C", "H", "C", "C", "S", "H", "H", "H", "H", "C", "H", "C", "C", "H", "H", "S", "H", "H", "H", "O", "S", "C", "H", "H", "N", "H", "C", "H", "H", "H", "Bi", "H", "H", "H", "O", "C", "H", "H", "S", "H", "Ge", "O", "H", "C", "H", "C", "H", "H", "H"],
  "positions_angstrom": [[0.636, -4.366, -4.384], [0.818, 0.581, -0.667], [-0.263, 2.898, -4.946], [-2.902, 3.621, 0.153], [0.209, 3.817, -4.592], [-1.203, -7.437, -3.289], [-3.862, -3.943, -0.834], [-3.193, -1.408, 1.256], [6.904, 3.324, 2.379], [4.961, 0.849, 3.197], [1.249, 3.809, -4.919], [-0.249, 4.095, 1.181], [-0.500, 4.566, 5.006], [0.007, -7.237, -4.564], [0.111, 3.916, -3.093], [5.361, 2.483, 0.280], [1.446, -1.206, 7.591], [-2.619, 4.445, -0.506], [-7.274, 0.376, -2.560], [-2.951, -3.709, 1.064], [1.100, -1.371, 0.383], [1.127, 3.826, -0.894], [5.164, -2.669, 0.858], [2.703, 2.149, 3.394], [0.297, -0.082, 6.153], [0.627, -6.603, 0.984], [-0.502, 5.545, 3.097], [-0.629, 6.538, 3.511], [-7.225, 1.429, -4.435], [1.445, -5.948, 0.681], [3.965, -1.384, 3.729], [-1.996, 4.289, -3.108], [-4.527, 1.788, -3.934], [-1.264, 4.189, -1.109], [4.588, 0.498, 0.470], [-0.107, 2.046, 4.387], [1.462, -5.087, 1.351], [1.260, -5.514, -0.753], [-1.122, 4.141, -2.487], [-0.414, 6.219, 1.060], [-0.183, 2.970, 2.025], [-3.625, -1.841, 0.446], [-3.812, -3.287, 0.545], [-1.209, 1.340, 4.881], [3.176, 2.502, 5.060], [-0.983, 0.279, 5.752], [2.352, 2.549, 4.348], [5.213, -3.924, 0.291], [-4.721, 0.592, -1.828], [-1.993, -3.326, -3.896], [-2.793, 1.518, 3.435], [-4.493, -1.356, 0.248], [-3.338, 1.161, 5.082], [-4.501, 2.831, -5.824], [5.317, 1.873, 2.331], [-0.051, -7.138, -1.213], [2.085, 3.593, 4.189], [5.931, 3.150, 2.842], [1.179, 1.746, 4.837], [1.869, -4.354, -1.237], [1.650, -3.943, -2.555], [-7.592, 4.243, -6.257], [-4.328, -5.075, -0.936], [-0.127, 4.004, -0.305], [-6.451, 2.134, -5.343], [2.197, 3.615, -2.736], [4.403, -0.337, 2.740], [3.469, 0.254, -1.355], [0.582, -2.190, 6.410], [3.118, 3.091, -0.566], [6.045, -2.245, 1.326], [-5.095, 2.299, -5.091], [-0.260, 3.164, 3.412], [-0.389, 5.366, 1.729], [4.236, -0.522, 1.362], [2.904, -3.661, -0.405], [4.091, -4.397, -0.354], [1.224, 3.778, -2.283], [0.442, -6.251, -1.599], [2.875, -1.359, 3.821], [5.096, 1.691, 0.974], [-0.433, 4.446, 3.930], [-3.964, 1.160, -1.460], [2.032, -2.544, -4.134], [-5.310, 1.112, -3.005], [-8.336, 2.077, -7.110], [0.517, -1.289, 7.025], [-3.258, -3.770, -3.152], [1.368, 0.680, 5.708], [2.832, 4.722, 0.059], [4.506, 0.298, -1.021], [4.000, -1.898, 0.822], [-0.557, -2.736, -0.131], [-4.104, -3.465, -3.776], [-3.273, -4.856, -3.092], [3.350, -2.676, -2.949], [6.123, -4.511, 0.328], [2.387, 3.730, -0.069], [-5.406, 0.430, -1.104], [2.828, -2.396, 0.224], [-0.618, -6.704, -3.845], [-2.783, 2.789, 4.650], [2.201, 3.319, 0.922], [-7.206, 2.931, -6.765], [4.987, -0.637, -1.318], [1.872, -1.802, -2.544], [5.297, 4.009, 2.610], [-1.323, -2.350, -3.365], [-2.441, 0.769, 1.043], [-6.661, 0.917, -3.275], [2.385, -6.490, 0.819], [-0.304, 4.651, -5.074], [-3.361, -3.192, -1.826], [4.993, 1.121, -1.544], [2.264, -2.673, -3.078], [4.245, -2.389, 3.415], [-0.307, -1.426, 7.726], [6.068, 3.114, 3.923], [-2.156, -1.373, -1.509], [-1.304, -6.070, -4.408], [-8.278, 1.292, -4.649], [-3.470, 1.908, -3.733], [-6.150, 2.974, -7.767], [0.833, -4.707, -3.374], [4.111, -5.360, -0.851], [-2.625, 5.361, 0.088], [0.757, -0.497, 2.424], [-4.711, -3.575, 1.090], [-0.353, 1.132, 1.254], [-1.700, -3.894, -4.936], [5.108, 0.980, 4.265], [0.230, -5.873, -2.919], [-3.373, 4.538, -1.288], [-2.611, 1.722, 4.493], [4.394, -1.191, 4.713], [2.375, 0.435, 6.030], [-1.835, -0.285, 6.119]],
  "mulliken_charge": [0.262, -0.257, 0.316, 0.146, -1.603, 0.350, 0.702, 0.258, 0.447, -1.048, 0.366, -0.371, 0.472, 0.326, 0.392, 0.266, 0.382, -1.615, 0.289, 0.191, 0.069, 0.679, -0.064, -0.261, 0.603, 0.467, -1.125, 0.411, -0.670, -1.961, -1.680, 0.512, -0.137, 1.067, 0.838, 0.606, 0.230, 1.203, -1.044, 0.535, -0.612, -0.422, -0.820, 1.196, 0.568, -1.135, -1.314, -1.343, -0.081, 0.511, 0.038, 0.163, 0.494, 0.419, 0.837, 0.302, 0.399, -1.845, 1.239, 0.963, 0.997, -0.691, -0.767, 0.848, -0.190, 0.304, 0.635, 0.128, 0.244, 0.076, 0.479, -0.699, -0.599, -0.130, 1.518, -0.345, -0.190, -0.850, -1.042, 0.126, -0.689, 0.187, -0.163, 0.503, 0.488, -0.716, -1.625, -0.682, -0.617, 0.450, -1.862, -1.220, -0.304, 0.279, 0.373, 0.357, 0.378, -0.954, 0.219, 0.764, -1.467, 0.263, -0.156, 1.267, 0.464, 0.048, 0.310, -0.497, -1.044, -0.547, 0.340, 0.410, -0.141, 0.470, -1.487, 0.327, 0.423, 0.366, 1.644, 0.312, 0.401, 0.506, -0.714, -1.223, 0.554, 0.337, -0.586, 0.487, 1.322, -0.767, 0.256, 0.862, 0.479, -1.414, 0.469, 0.277, 0.328]
}

No. 4
{
  "formula": "C17H20N2O3",
  "method": "the ωB97M-V functional and the def2-TZVPD basis",
  "homo_energy_ev": -8.2670,
  "relative_energy_kj_mol": 1293.6,
  "max_force_ev_per_a": 12.98,
  "symbols": ["H", "H", "C", "C", "C", "H", "C", "H", "C", "H", "H", "C", "O", "C", "H", "H", "N", "C", "H", "H", "H", "H", "O", "C", "H", "C", "O", "C", "H", "H", "C", "H", "C", "H", "H", "C", "C", "H", "N", "C", "H", "C"],
  "positions_angstrom": [[2.477, 2.981, 1.728], [-1.015, 1.686, 0.712], [0.533, 1.074, -1.029], [1.672, 0.528, -0.311], [-3.758, -1.100, -0.757], [3.943, -4.841, 0.049], [2.374, 1.050, 0.683], [4.061, -0.161, 1.206], [-0.918, 1.112, -0.263], [1.385, -4.957, 0.251], [0.289, -3.265, 0.091], [-5.640, -0.744, 0.915], [0.975, -1.625, -1.728], [-3.625, 0.538, 0.700], [3.496, 1.208, 2.525], [0.420, 3.339, -1.731], [2.016, 2.410, 0.764], [3.692, -3.507, 0.283], [1.231, -3.678, 1.460], [3.825, -3.478, 1.335], [-1.483, -0.408, -1.908], [2.347, -3.268, -1.120], [2.320, -1.800, 0.190], [-2.975, -0.065, -0.286], [0.452, 0.890, -2.088], [3.242, 0.405, 1.697], [1.578, 4.512, 0.124], [-4.836, 0.577, 1.202], [-3.077, 1.810, 1.078], [-6.550, -1.073, 1.200], [1.625, -1.010, -0.671], [-5.505, -2.356, -0.492], [2.370, -3.243, 0.012], [4.634, -2.960, -0.032], [-3.368, -1.872, -1.592], [1.602, 3.371, -0.158], [-4.969, -1.559, -0.099], [-5.339, 0.990, 1.992], [0.858, 2.576, -1.040], [-1.761, 0.359, -1.114], [2.577, -0.237, 2.292], [1.259, -3.828, 0.355]],
  "mulliken_charge": [0.314, 0.165, 0.114, 0.126, -0.260, 0.229, 0.444, 0.254, -0.348, 0.296, 0.300, -0.445, -0.721, 0.165, 0.300, 0.278, -0.277, -1.358, 0.295, 0.395, 0.250, 0.137, -0.205, 1.238, 0.545, -0.955, -0.588, -1.020, -0.068, 0.483, 0.019, 0.405, 0.827, 0.313, 0.130, 0.321, -0.676, 0.412, -0.245, -0.637, 0.251, -1.204]
}